DFT (ωB97M-V/def2-TZVPD) results for C7H13NOS2 in the gas phase.

```
24
Properties=species:S:1:pos:R:3:nbo_charge:R:1
C 1.07 -0.51 -0.82 -0.14
C 1.57 0.53 -1.46 -0.41
C -1.15 2.35 -4.03 -0.10
C -1.33 -0.97 3.67 -0.60
C 1.09 -0.61 0.64 -0.44
C -0.03 -1.03 2.80 -0.38
C -0.22 -0.87 1.35 -0.41
N -0.46 1.29 -3.06 -0.90
O 1.88 1.60 -3.90 -0.96
S -2.58 2.19 -4.77 0.05
S 1.06 0.59 -3.28 1.45
H 0.47 -1.19 -1.39 0.19
H 2.03 1.29 -0.93 0.21
H -0.37 3.08 -4.06 0.21
H -1.06 -1.43 4.64 0.21
H -2.16 -1.52 3.27 0.20
H -1.52 0.03 3.80 0.20
H 1.58 0.19 1.13 0.21
H 1.83 -1.42 0.95 0.21
H 0.74 -0.25 3.32 0.19
H 0.48 -1.97 3.10 0.20
H -0.71 -1.79 0.96 0.20
H -0.97 -0.09 1.12 0.20
H -1.24 0.50 -3.04 0.40
```

Values from the calculation:
- Frontier orbital gap: 8.56 eV
- Highest occupied orbital energy: -8.990 eV
- Net charge: 0
- Energy above the lowest of the compared OMol25 structures with the same formula, charge and spin: 72.7 kcal per mole